# 1
{"formula": "C5H23B2Cl3CoCrN5O22", "method": "ωB97M-V/def2-TZVPD", "symbols": ["C", "Cl", "O", "H", "Cl", "O", "O", "Cr", "O", "H", "C", "Cl", "H", "B", "H", "O", "Co", "O", "O", "H", "H", "H", "N", "O", "N", "O", "O", "N", "O", "H", "H", "O", "H", "H", "H", "C", "N", "N", "O", "O", "O", "H", "O", "H", "H", "O", "H", "H", "O", "O", "O", "H", "O", "H", "H", "O", "C", "H", "H", "B", "H", "C"], "coordinates": [[3.010, 1.228, -3.938], [-3.090, -0.718, 2.913], [-3.281, -1.010, 4.262], [4.751, -3.889, 0.639], [2.026, -1.444, 4.545], [-2.034, -1.563, 2.354], [1.770, 1.941, -2.074], [0.533, 2.146, -0.274], [-2.253, 1.445, -3.053], [-0.103, 3.453, 0.852], [4.587, -2.811, 0.625], [3.904, 1.997, 1.337], [4.516, -2.619, 1.696], [0.368, -0.017, 0.411], [-4.387, 1.361, -1.747], [-0.793, -3.125, 0.211], [0.236, -1.815, 1.703], [2.651, 2.579, 0.866], [3.757, 1.952, 2.731], [3.003, 0.193, -3.597], [5.408, -2.261, 0.166], [-2.493, 3.520, -4.290], [2.002, 2.120, -3.257], [2.922, -0.454, 5.037], [3.284, -2.457, -0.023], [-4.335, -0.926, 2.136], [-4.747, -1.715, -0.835], [-4.088, -0.680, -0.840], [2.758, -2.603, 4.071], [-0.280, -0.075, 1.272], [-2.554, 4.153, -2.641], [-0.881, -3.920, -1.739], [-1.755, 3.589, 1.503], [-3.482, -3.797, -0.360], [1.134, 0.653, 0.769], [-4.802, 0.641, -1.042], [-1.411, -3.780, -0.647], [-1.575, 2.382, -2.800], [4.074, 0.653, 0.761], [-2.832, -0.648, -0.887], [3.277, -2.063, -1.177], [-1.259, 2.157, 0.650], [1.369, -0.942, 3.412], [-2.745, -5.396, -0.813], [-2.650, -4.767, 0.818], [1.511, 3.106, -3.902], [4.014, 1.601, -3.737], [-5.011, 1.060, -0.058], [-0.810, 2.460, -1.856], [2.314, -2.560, 0.728], [1.207, -1.735, 5.659], [0.804, -0.983, 0.208], [-2.624, 0.707, 2.760], [-5.704, 0.344, -1.578], [-0.184, 0.413, -0.410], [5.026, 2.784, 1.035], [-2.642, -4.479, -0.233], [-0.931, 4.150, -3.507], [2.906, 1.282, -5.022], [-0.920, 2.929, 1.323], [-0.557, 2.566, 2.272], [-1.909, 3.685, -3.385]], "nbo_charge": [-0.485, 2.504, -0.774, 0.242, 2.571, -0.889, -0.374, 1.280, -0.295, -0.041, -0.492, 2.588, 0.270, -0.712, 0.229, -0.522, 1.723, -0.928, -0.834, 0.258, 0.252, 0.236, 0.555, -0.725, 0.573, -0.797, -0.369, 0.537, -0.822, 0.126, 0.255, -0.283, 0.067, 0.288, 0.042, -0.486, 0.563, 0.580, -0.901, -0.394, -0.310, 0.016, -0.844, 0.244, 0.254, -0.360, 0.265, 0.263, -0.442, -0.476, -0.782, 0.037, -0.780, 0.227, 0.019, -0.829, -0.498, 0.255, 0.245, -0.718, 0.075, -0.478], "orbital_gap_ev": [7.29, 3.53], "multiplicity": 9, "total_charge": 0, "lumo_energy_ha": [-0.0733, -0.2117]}


# 2
{"formula": "C5H23NO7", "method": "ωB97M-V/def2-TZVPD", "symbols": ["O", "O", "H", "O", "H", "H", "H", "H", "C", "C", "O", "H", "H", "H", "H", "H", "H", "H", "H", "H", "H", "H", "O", "N", "H", "O", "H", "H", "H", "O", "H", "C", "H", "C", "C", "H"], "coordinates": [[-2.082, 0.925, 1.522], [2.826, -2.762, -1.620], [0.084, 4.811, -1.119], [-0.099, -0.550, 4.741], [-0.212, -0.192, -1.038], [1.493, -0.637, -3.750], [0.270, 0.949, 0.891], [-2.293, 2.422, 0.161], [-0.393, 3.849, -0.912], [-1.679, 1.653, 0.656], [-1.296, -1.678, 2.605], [2.676, -1.859, -1.974], [-0.722, -1.273, 4.635], [0.231, -4.242, -1.734], [1.749, 0.405, -2.642], [1.692, 2.243, -1.560], [0.599, 3.345, 0.944], [-1.253, -2.840, -0.545], [-0.418, 0.140, 4.156], [-2.697, -3.344, -0.915], [2.282, 1.922, 0.063], [1.179, -3.182, -1.080], [2.070, -0.431, -3.007], [-0.313, 0.799, -1.150], [2.385, 3.636, -0.656], [-2.203, -2.635, -0.501], [-1.468, 4.000, -0.884], [-0.638, -1.953, 1.962], [-1.975, -2.362, 2.617], [0.327, -3.654, -0.982], [-0.968, 1.259, -1.760], [0.423, 2.920, -0.050], [-0.356, 3.450, -1.950], [1.870, 2.684, -0.578], [-0.237, 1.519, 0.124], [3.615, -3.092, -2.057]], "nbo_charge": [-0.497, -0.991, 0.225, -0.957, 0.403, 0.484, 0.215, 0.099, -0.646, 0.428, -0.947, 0.509, 0.483, 0.478, 0.499, 0.191, 0.207, 0.497, 0.472, 0.464, 0.215, 0.512, -0.969, -0.883, 0.215, -0.982, 0.223, 0.475, 0.477, -0.989, 0.380, -0.222, 0.195, -0.595, -0.150, 0.486], "orbital_gap_ev": 9.09, "smiles": "CC(C)[C@H](N)C=O.O.O.O.O.O.O", "e_above_lowest_kcal_mol": 44.4, "total_charge": 0, "lumo_energy_ha": 0.0075}


# 3
{"formula": "C5H24F6O7P", "method": "ωB97M-V/def2-TZVPD", "symbols": ["O", "H", "H", "O", "C", "H", "H", "O", "H", "O", "H", "F", "C", "H", "O", "H", "H", "O", "C", "H", "H", "F", "F", "F", "P", "H", "H", "F", "H", "O", "H", "C", "H", "H", "H", "H", "H", "F", "H", "H", "H", "C", "H"], "coordinates": [[9.813, -12.764, -3.331], [13.388, -22.436, -7.245], [16.458, -15.433, -8.829], [11.490, -21.825, -7.641], [15.693, -16.077, -9.263], [14.080, -14.943, -8.793], [16.137, -16.769, -9.979], [7.283, -19.304, -6.669], [7.891, -15.717, -6.887], [14.756, -19.191, -8.654], [12.559, -13.490, -4.918], [12.663, -16.948, -7.041], [12.745, -22.238, -8.102], [11.527, -11.660, -3.371], [13.649, -16.122, -10.367], [11.109, -14.338, -4.944], [13.161, -16.565, -9.669], [7.917, -16.674, -6.916], [14.494, -15.221, -9.762], [11.532, -20.991, -7.168], [8.840, -16.884, -7.060], [10.287, -19.092, -6.329], [12.242, -19.235, -7.512], [10.560, -17.586, -7.976], [11.498, -18.077, -6.667], [10.031, -12.838, -2.399], [15.361, -16.558, -8.343], [12.381, -18.537, -5.416], [8.711, -21.371, -8.992], [9.231, -20.732, -9.480], [13.959, -19.082, -8.135], [10.942, -12.297, -4.034], [13.304, -21.541, -8.726], [7.351, -18.358, -6.797], [11.877, -14.245, -3.438], [14.879, -14.398, -10.364], [7.814, -19.479, -5.892], [10.834, -16.955, -5.752], [15.244, -18.379, -8.518], [10.621, -11.709, -4.894], [12.752, -23.091, -8.781], [11.662, -13.638, -4.317], [9.800, -20.332, -8.823]], "nbo_charge": [-0.728, 0.150, 0.189, -0.745, -0.634, 0.167, 0.213, -0.969, 0.476, -0.962, 0.196, -0.605, -0.248, 0.150, -0.719, 0.237, 0.488, -0.971, -0.061, 0.492, 0.504, -0.594, -0.595, -0.599, 2.598, 0.461, 0.192, -0.588, 0.465, -0.948, 0.488, -0.062, 0.174, 0.491, 0.207, 0.165, 0.463, -0.591, 0.462, 0.176, 0.169, -0.639, 0.482], "orbital_gap_ev": 9.78, "total_charge": -1, "lumo_energy_ha": 0.0960}


# 4
{"formula": "C5H24N2O7", "method": "ωB97M-V/def2-TZVPD", "symbols": ["O", "H", "H", "H", "H", "H", "O", "O", "N", "H", "C", "H", "H", "H", "H", "O", "C", "H", "H", "H", "H", "H", "H", "C", "H", "H", "H", "O", "O", "C", "H", "H", "H", "H", "H", "O", "N", "C"], "coordinates": [[-1.049, 3.219, -0.948], [0.299, -0.256, 0.269], [-1.489, -2.290, -2.935], [-2.835, 0.654, 1.302], [-2.924, -0.004, 4.979], [2.498, -1.545, 1.691], [-2.451, -0.569, 4.356], [-1.932, 0.767, -0.204], [1.143, -0.821, 0.315], [-2.309, 0.449, -1.054], [0.984, -2.052, -0.464], [-0.079, 0.166, -2.027], [-1.657, 1.697, -0.387], [1.843, 1.713, -1.720], [2.418, 0.091, -0.420], [-3.432, 0.477, 2.078], [1.516, -1.065, 1.718], [-2.708, -0.235, 3.471], [0.877, -2.605, -2.577], [1.868, -2.670, -0.274], [1.277, 2.026, -3.164], [-4.145, -0.092, 1.756], [3.569, 1.144, -0.341], [-1.401, -1.253, -2.592], [-1.508, 3.687, -1.664], [0.718, 0.857, 2.388], [0.074, -2.600, -0.197], [3.019, 0.655, -0.975], [-2.392, -0.524, -2.564], [0.929, -1.702, -1.963], [0.780, -1.685, 2.245], [1.754, 0.098, 3.501], [1.857, -1.200, -2.233], [2.474, 0.856, 2.059], [-0.196, 2.928, -1.347], [1.149, 2.213, -2.223], [-0.172, -0.802, -2.286], [1.630, 0.271, 2.428]], "nbo_charge": [-0.979, 0.399, 0.128, 0.517, 0.459, 0.186, -0.989, -1.038, -0.672, 0.504, -0.225, 0.425, 0.508, 0.516, 0.497, -0.991, -0.214, 0.497, 0.209, 0.202, 0.487, 0.475, 0.479, 0.535, 0.480, 0.221, 0.183, -1.005, -0.654, -0.233, 0.191, 0.225, 0.218, 0.195, 0.510, -1.010, -0.616, -0.617], "orbital_gap_ev": 10.28, "smiles": "CCNCCNC=O.O.O.O.O.O.O", "e_above_lowest_kcal_mol": 0.0, "total_charge": 0, "lumo_energy_ha": 0.0164}


Number 1: energy -162972.7878 eV. Number 2: energy -21380.0232 eV. Number 3: energy -45508.1114 eV. Number 4: energy -22888.7927 eV.